{"formula": "C52H45AsN2O6PRuS2Se", "method": "ωB97M-V/def2-TZVPD", "elements": ["Ru", "O", "N", "C", "C", "C", "C", "C", "C", "C", "P", "C", "C", "C", "C", "C", "C", "C", "C", "C", "C", "C", "C", "H", "H", "H", "H", "H", "H", "H", "H", "H", "H", "H", "H", "H", "H", "H", "H", "S", "C", "C", "C", "C", "C", "C", "N", "C", "C", "C", "C", "C", "C", "C", "H", "H", "H", "H", "H", "H", "H", "H", "O", "Se", "O", "O", "O", "O", "As", "C", "C", "C", "C", "C", "C", "C", "C", "C", "C", "C", "C", "C", "C", "C", "C", "C", "C", "H", "H", "H", "H", "H", "H", "H", "H", "H", "H", "H", "H", "H", "H", "H", "C", "S", "C", "H", "H", "H", "H", "H", "H"], "positions_angstrom": [[-0.6634, -0.4660, -0.2215], [-0.8181, 2.2774, 0.7948], [-1.4895, 1.5891, -0.1611], [-2.2783, 2.3352, -0.7896], [-3.1517, 1.9714, -1.9020], [-3.9450, 2.9978, -2.4179], [-4.8342, 2.7745, -3.4500], [-4.9596, 1.5006, -3.9831], [-4.1694, 0.4780, -3.4882], [-3.2445, 0.7076, -2.4706], [-2.3561, -0.7558, -1.8595], [-1.6934, -1.6035, -3.3234], [-1.1802, -2.8848, -3.1342], [-0.5708, -3.5440, -4.1935], [-0.4559, -2.9280, -5.4333], [-0.9506, -1.6447, -5.6152], [-1.5654, -0.9799, -4.5631], [-3.7876, -1.6907, -1.2700], [-4.2932, -2.8204, -1.8941], [-5.4429, -3.4183, -1.3922], [-6.0842, -2.8831, -0.2899], [-5.5819, -1.7446, 0.3299], [-4.4340, -1.1521, -0.1553], [-0.0652, 1.6633, 1.0606], [-2.3019, 3.3736, -0.4672], [-3.8542, 3.9894, -1.9864], [-5.4354, 3.5882, -3.8356], [-5.6757, 1.3034, -4.7707], [-4.2750, -0.5251, -3.8825], [-1.2743, -3.3799, -2.1651], [-0.1879, -4.5470, -4.0429], [0.0214, -3.4462, -6.2576], [-0.8589, -1.1567, -6.5791], [-1.9435, 0.0246, -4.7123], [-3.7903, -3.2443, -2.7534], [-5.8230, -4.3201, -1.8560], [-6.9644, -3.3700, 0.1121], [-6.0716, -1.3461, 1.2097], [-4.0115, -0.2772, 0.3290], [2.6741, -3.1921, -1.4336], [2.4474, -3.5281, 0.2595], [3.0790, -4.4836, 1.0484], [2.8062, -4.4745, 2.4028], [1.9338, -3.5323, 2.9562], [1.2954, -2.6018, 2.1662], [1.5421, -2.6148, 0.7992], [1.0474, -1.7108, -0.1351], [1.5795, -1.8642, -1.3141], [1.3205, -0.8453, -2.3132], [2.0125, -0.7537, -3.5161], [1.7911, 0.3271, -4.3519], [0.8855, 1.3067, -3.9731], [0.1618, 1.1858, -2.7909], [0.3631, 0.1137, -1.9196], [3.7586, -5.2046, 0.6116], [3.2816, -5.2092, 3.0414], [1.7376, -3.5506, 4.0203], [0.6202, -1.8646, 2.5785], [2.7249, -1.5276, -3.7875], [2.3180, 0.4036, -5.2952], [0.7215, 2.1673, -4.6134], [-0.5588, 1.9574, -2.5567], [-3.4702, -3.8200, 1.3776], [-1.9210, -3.6918, 0.9441], [-1.5611, -4.4014, -0.4722], [-1.6653, -1.9912, 0.7279], [-0.9141, -4.1188, 2.1421], [1.1569, 0.8479, 1.3129], [2.4454, 1.7593, 1.8290], [2.8315, 3.1177, 0.5187], [3.7128, 4.1690, 0.7510], [3.9069, 5.1323, -0.2286], [3.2343, 5.0357, -1.4411], [2.3790, 3.9699, -1.6810], [2.1739, 3.0100, -0.6998], [2.0938, 2.6017, 3.5278], [2.9258, 3.5475, 4.1252], [2.5930, 4.0738, 5.3638], [1.4301, 3.6661, 6.0069], [0.5993, 2.7289, 5.4090], [0.9321, 2.1933, 4.1722], [4.0066, 0.6619, 2.0196], [5.0398, 1.0072, 2.8838], [6.1646, 0.1978, 2.9614], [6.2435, -0.9563, 2.1907], [5.2056, -1.3002, 1.3338], [4.0902, -0.4836, 1.2380], [4.2608, 4.2406, 1.6804], [4.5846, 5.9564, -0.0450], [3.3857, 5.7930, -2.2013], [1.8676, 3.8804, -2.6320], [1.5124, 2.1747, -0.8778], [3.8309, 3.8901, 3.6426], [3.2440, 4.8038, 5.8278], [1.1742, 4.0807, 6.9750], [-0.3076, 2.4093, 5.9073], [0.2897, 1.4531, 3.7055], [4.9690, 1.8924, 3.5032], [6.9765, 0.4656, 3.6258], [7.1190, -1.5908, 2.2589], [5.2673, -2.2036, 0.7398], [3.2806, -0.7301, 0.5638], [-2.3612, -1.3419, 3.7411], [-1.6688, 0.0264, 2.8005], [-2.9782, 1.2541, 3.0480], [-3.3715, -1.5623, 3.3972], [-2.3469, -1.0872, 4.8007], [-1.7460, -2.2224, 3.5502], [-2.9588, 1.6401, 4.0696], [-3.9494, 0.7992, 2.8449], [-2.7892, 2.0724, 2.3577]], "forces_ev_per_angstrom": [[-1.381, 1.894, -1.132], [-0.159, 0.341, 0.312], [1.093, -1.647, 0.517], [-1.022, 0.645, -0.754], [-0.021, 0.107, -0.064], [0.002, 0.259, 0.130], [-0.028, 0.086, -0.043], [0.020, -0.065, 0.022], [-0.020, -0.004, -0.018], [0.170, -0.184, -0.041], [0.761, -1.016, 0.890], [-0.034, 0.211, -0.122], [-0.080, -0.185, 0.098], [-0.003, -0.021, -0.017], [0.018, -0.037, 0.042], [-0.048, 0.048, -0.016], [-0.043, -0.039, -0.015], [-0.029, 0.100, 0.085], [0.046, -0.011, 0.016], [-0.013, -0.027, -0.043], [0.002, -0.002, 0.044], [0.001, 0.009, -0.016], [0.010, -0.031, -0.111], [0.365, 0.078, 0.292], [-0.013, 0.005, -0.035], [-0.046, -0.040, -0.025], [0.012, -0.011, 0.044], [0.042, -0.012, 0.009], [-0.021, 0.017, -0.024], [0.045, -0.019, 0.012], [-0.023, 0.055, 0.014], [-0.023, 0.021, 0.041], [0.004, -0.009, 0.057], [0.075, -0.048, -0.020], [0.003, -0.036, 0.039], [0.018, 0.034, 0.003], [0.025, 0.020, -0.026], [0.019, 0.007, -0.021], [-0.014, -0.034, 0.107], [0.043, 0.027, -0.090], [-0.016, 0.040, -0.084], [-0.004, -0.010, -0.074], [0.006, 0.006, -0.021], [0.108, 0.031, 0.041], [-0.052, 0.113, 0.057], [0.019, -0.025, 0.063], [-0.582, -0.519, -0.137], [0.432, -0.096, -0.008], [-0.027, 0.215, -0.211], [0.004, -0.143, 0.070], [0.091, 0.020, -0.113], [-0.072, -0.010, 0.048], [0.133, -0.018, 0.036], [-0.047, -0.256, 0.226], [-0.005, 0.024, 0.042], [-0.040, 0.034, -0.007], [-0.009, 0.004, -0.041], [-0.036, -0.075, -0.003], [-0.034, 0.077, -0.033], [0.013, 0.013, 0.055], [-0.012, -0.045, -0.004], [0.011, 0.034, 0.011], [-0.087, 0.130, -0.110], [0.146, 0.023, 0.253], [0.109, 0.156, -0.201], [0.081, -0.268, -0.184], [-0.053, 0.020, -0.023], [0.041, -0.199, 0.073], [0.542, 0.228, 0.137], [-0.051, -0.019, -0.012], [0.009, -0.014, -0.055], [-0.007, -0.052, 0.010], [0.002, 0.013, 0.000], [0.022, 0.020, -0.007], [0.018, 0.031, 0.048], [-0.126, -0.059, -0.013], [0.012, 0.010, -0.044], [-0.026, -0.018, 0.009], [-0.022, -0.032, -0.027], [0.060, 0.075, 0.062], [-0.022, -0.072, -0.068], [-0.015, -0.023, -0.021], [-0.011, -0.023, -0.010], [-0.024, -0.031, -0.044], [-0.021, 0.032, 0.015], [0.121, -0.012, 0.016], [-0.069, 0.053, -0.060], [-0.002, 0.037, -0.012], [-0.008, -0.019, -0.012], [-0.003, -0.043, 0.026], [0.019, -0.014, 0.032], [-0.044, -0.003, -0.012], [-0.004, -0.021, 0.009], [-0.014, -0.005, -0.013], [0.015, -0.019, -0.053], [0.023, -0.013, -0.035], [-0.020, 0.005, 0.064], [0.020, -0.028, 0.028], [-0.029, -0.019, -0.001], [-0.038, 0.021, 0.008], [-0.040, 0.027, 0.009], [-0.002, -0.021, 0.014], [0.033, 0.001, -0.150], [-0.232, 0.439, 0.197], [0.222, -0.153, 0.212], [0.027, -0.043, -0.013], [-0.071, -0.089, 0.004], [0.003, -0.007, -0.001], [-0.108, -0.003, -0.059], [0.034, 0.061, -0.030], [-0.037, 0.042, -0.013]], "homo_energy_ev": [-7.6, -7.6], "de_lowest_kcal_mol": 47.0, "orbital_gap_ha": [0.2559, 0.2449], "e_tot_ev": -229641.631, "charge": 0, "multiplicity": 2}


{"formula": "C52H45Br2N6O8P2S2Ta", "method": "ωB97M-V/def2-TZVPD", "elements": ["Ta", "S", "C", "C", "C", "C", "C", "C", "S", "H", "H", "H", "H", "C", "O", "C", "C", "C", "Br", "C", "C", "C", "O", "C", "N", "C", "C", "C", "C", "C", "C", "N", "H", "H", "H", "H", "H", "H", "H", "H", "H", "H", "H", "C", "O", "P", "O", "C", "O", "C", "H", "H", "H", "H", "H", "H", "H", "H", "H", "N", "P", "C", "C", "C", "C", "C", "C", "C", "C", "C", "C", "C", "C", "C", "C", "C", "C", "C", "C", "H", "H", "H", "H", "H", "H", "H", "H", "H", "H", "H", "H", "H", "H", "H", "N", "C", "O", "C", "C", "N", "C", "N", "H", "H", "Br", "C", "C", "C", "C", "C", "C", "C", "O", "O", "H", "H", "H", "H"], "positions_angstrom": [[-0.8069, -0.4319, 0.4805], [-2.7035, 0.5980, -0.7719], [-3.5217, -0.6711, -1.6572], [-4.7338, -0.4114, -2.2952], [-5.3593, -1.3989, -3.0360], [-4.7840, -2.6606, -3.1454], [-3.5833, -2.9264, -2.5101], [-2.9509, -1.9329, -1.7671], [-1.4019, -2.2689, -1.0152], [-5.1798, 0.5709, -2.2013], [-6.3001, -1.1857, -3.5271], [-5.2727, -3.4371, -3.7192], [-3.1287, -3.9070, -2.5799], [-1.2146, -3.8575, 3.0624], [-0.4815, -3.2464, 2.0136], [0.3992, -4.0029, 1.3252], [0.6176, -5.3550, 1.5464], [1.5744, -6.0181, 0.7883], [1.8737, -7.8565, 1.1278], [2.2926, -5.3875, -0.2021], [2.0480, -4.0372, -0.4508], [1.1329, -3.3537, 0.3308], [0.9327, -1.9978, 0.0913], [2.7554, -3.3794, -1.5628], [3.9440, -3.7196, -1.9736], [4.2066, -2.8751, -3.0390], [5.3443, -2.7734, -3.8397], [5.3443, -1.8271, -4.8446], [4.2360, -0.9916, -5.0639], [3.1011, -1.0755, -4.2815], [3.1142, -2.0269, -3.2661], [2.1948, -2.3660, -2.2991], [-0.5421, -4.3091, 3.7957], [-1.9032, -4.6094, 2.6715], [-1.7830, -3.0612, 3.5344], [0.0645, -5.8908, 2.3020], [3.0257, -5.9089, -0.7991], [1.7769, -1.5258, 0.2651], [6.1936, -3.4209, -3.6672], [6.2132, -1.7248, -5.4818], [4.2730, -0.2650, -5.8657], [2.2463, -0.4337, -4.4521], [1.2666, -1.9914, -2.1721], [-0.6739, 4.3957, 4.5023], [-0.4378, 3.8926, 3.1833], [-0.5201, 2.2763, 2.9512], [-1.4034, 2.2247, 1.5533], [-2.7841, 2.5906, 1.7496], [0.8813, 2.0142, 2.1725], [2.1377, 2.5313, 2.6156], [-1.1632, 5.3621, 4.4040], [0.2725, 4.5212, 5.0291], [-1.3151, 3.7224, 5.0751], [-3.2087, 2.7607, 0.7662], [-2.8380, 3.5103, 2.3340], [-3.3276, 1.7893, 2.2498], [2.4759, 2.0140, 3.5161], [2.0666, 3.6023, 2.8054], [2.8481, 2.3457, 1.8112], [0.3211, 0.5167, -0.6602], [0.7088, 1.7385, -1.6117], [0.5839, 1.2075, -3.3261], [-0.1825, 0.0868, -3.6307], [-0.3000, -0.3275, -4.9515], [0.3382, 0.3797, -5.9593], [1.0982, 1.5044, -5.6551], [1.2244, 1.9191, -4.3397], [2.4072, 2.2690, -1.3703], [3.3568, 1.2709, -1.1750], [4.6949, 1.5994, -1.0325], [5.0877, 2.9288, -1.0964], [4.1461, 3.9285, -1.3075], [2.8050, 3.6034, -1.4479], [-0.3369, 3.1979, -1.4602], [-1.3033, 3.4767, -2.4241], [-2.1307, 4.5799, -2.2785], [-1.9958, 5.4067, -1.1725], [-1.0354, 5.1321, -0.2078], [-0.2091, 4.0303, -0.3500], [-0.6798, -0.4574, -2.8372], [-0.8935, -1.2016, -5.1861], [0.2489, 0.0538, -6.9875], [1.6000, 2.0500, -6.4435], [1.8325, 2.7838, -4.1001], [3.0590, 0.2336, -1.1222], [5.4181, 0.8116, -0.8677], [6.1324, 3.1890, -0.9832], [4.4556, 4.9641, -1.3608], [2.0754, 4.3854, -1.6124], [-1.4217, 2.8257, -3.2801], [-2.8833, 4.7893, -3.0270], [-2.6428, 6.2676, -1.0605], [-0.9338, 5.7676, 0.6625], [0.5248, 3.8070, 0.4116], [0.5194, -0.6102, 4.5048], [1.1053, -0.7018, 3.2895], [0.3404, -0.7254, 2.2721], [2.5113, -0.7778, 3.2350], [3.2618, -0.7633, 4.4348], [3.7945, -0.7205, 5.4574], [3.1618, -0.8360, 1.9932], [3.6676, -0.8719, 0.9535], [1.0553, -0.7771, 5.3408], [-0.4791, -0.7208, 4.5408], [-3.2112, 0.7578, 7.0767], [-4.0718, -0.1476, 5.6493], [-5.3481, -0.6557, 5.8251], [-5.9657, -1.3033, 4.7627], [-5.3114, -1.4485, 3.5491], [-4.0281, -0.9403, 3.3923], [-3.4069, -0.2776, 4.4445], [-3.3223, -1.1072, 2.0723], [-3.7858, -1.7839, 1.1856], [-2.1640, -0.4768, 2.0321], [-5.8531, -0.5426, 6.7743], [-6.9660, -1.6957, 4.8900], [-5.7739, -1.9567, 2.7138], [-2.4312, 0.1624, 4.2947]], "forces_ev_per_angstrom": [[0.576, -1.276, -0.519], [-0.045, 0.042, -0.039], [-0.052, 0.053, 0.036], [0.004, 0.003, 0.011], [0.012, -0.018, 0.002], [-0.007, 0.005, -0.001], [0.016, 0.008, 0.007], [-0.042, -0.092, -0.015], [-0.202, 0.099, 0.139], [0.000, -0.003, 0.001], [0.000, -0.002, 0.000], [-0.002, 0.004, 0.000], [-0.002, 0.000, 0.000], [-0.016, -0.046, -0.044], [-0.001, -0.006, -0.060], [0.008, -0.040, 0.066], [0.027, 0.022, 0.006], [-0.012, 0.001, 0.005], [0.000, 0.010, -0.006], [0.017, -0.007, 0.025], [-0.039, -0.025, -0.082], [-0.017, -0.178, -0.112], [0.238, 0.165, 0.437], [-0.056, 0.017, 0.011], [0.045, 0.025, -0.004], [0.011, -0.015, -0.011], [0.015, 0.001, -0.015], [-0.001, -0.024, 0.001], [-0.009, -0.018, 0.030], [0.008, 0.054, 0.007], [0.019, 0.013, -0.002], [0.038, 0.006, 0.017], [-0.007, 0.011, 0.004], [-0.001, -0.008, 0.002], [-0.033, 0.036, -0.008], [-0.003, -0.004, -0.005], [0.001, 0.000, 0.000], [-0.106, 0.046, -0.019], [0.000, 0.000, 0.000], [0.004, 0.000, 0.001], [-0.004, 0.009, -0.004], [0.201, -0.154, 0.025], [-0.022, 0.012, -0.007], [0.001, -0.007, -0.017], [-0.002, 0.043, -0.077], [0.185, 0.074, 0.098], [0.233, -0.322, 0.194], [0.014, 0.042, -0.011], [-0.167, 0.203, -0.158], [-0.030, -0.043, 0.086], [-0.010, 0.002, 0.000], [-0.004, 0.013, 0.003], [0.009, -0.003, 0.005], [0.003, 0.009, 0.001], [-0.014, 0.007, -0.006], [0.010, -0.003, -0.001], [-0.016, 0.036, 0.002], [0.007, 0.026, -0.013], [-0.001, -0.006, 0.009], [0.223, 0.795, 0.622], [-0.097, -0.045, 0.065], [-0.029, 0.021, -0.020], [-0.033, 0.037, -0.034], [-0.069, 0.024, 0.009], [-0.052, 0.044, -0.038], [-0.032, 0.012, -0.024], [-0.017, -0.010, 0.008], [0.002, 0.014, -0.005], [0.020, -0.005, -0.041], [0.004, -0.005, -0.018], [-0.001, -0.006, -0.003], [-0.010, -0.006, 0.001], [0.024, 0.001, 0.004], [-0.006, 0.010, -0.024], [-0.020, -0.032, 0.007], [0.002, -0.003, 0.006], [0.001, 0.007, -0.006], [-0.005, 0.002, 0.000], [0.011, 0.018, -0.008], [-0.023, 0.007, 0.001], [0.005, -0.007, -0.001], [0.006, -0.005, 0.001], [0.002, -0.001, 0.001], [-0.002, -0.005, 0.005], [-0.016, -0.010, -0.003], [-0.010, 0.014, 0.014], [-0.001, 0.000, 0.000], [-0.001, 0.001, -0.001], [0.001, 0.001, -0.002], [-0.001, 0.003, -0.001], [-0.002, -0.003, -0.001], [0.001, 0.000, -0.001], [0.003, -0.007, 0.001], [0.025, -0.008, 0.029], [-0.087, -0.147, -0.033], [-0.217, -0.105, 0.148], [0.251, 0.663, -0.500], [-0.084, -0.033, -0.045], [-0.030, 0.043, -0.010], [0.004, -0.022, 0.018], [-0.004, 0.056, -0.147], [-0.157, -0.192, -0.056], [0.005, 0.055, -0.003], [-0.026, 0.060, 0.001], [0.005, 0.004, 0.013], [0.002, 0.014, -0.009], [0.001, 0.009, 0.012], [0.004, -0.006, -0.011], [0.022, -0.059, 0.050], [-0.053, 0.052, -0.061], [-0.047, 0.042, -0.047], [0.057, 0.159, 0.235], [-0.068, -0.044, 0.020], [-0.292, -0.232, -0.138], [0.003, 0.001, 0.001], [0.000, -0.002, 0.002], [0.003, 0.007, -0.004], [0.027, 0.027, 0.025]], "homo_energy_ev": -7.5, "de_lowest_kcal_mol": 28.0, "orbital_gap_ha": 0.2600, "e_tot_ev": -261866.764, "charge": 0, "multiplicity": 1}